{"formula": "C42H84O22", "method": "ωB97M-V/def2-TZVPD", "symbols": ["O", "O", "O", "O", "O", "O", "O", "O", "O", "O", "O", "O", "O", "O", "O", "O", "O", "O", "O", "O", "O", "O", "C", "C", "C", "C", "C", "C", "C", "C", "C", "C", "C", "C", "C", "C", "C", "C", "C", "C", "C", "C", "C", "C", "C", "C", "C", "C", "C", "C", "C", "C", "C", "C", "C", "C", "C", "C", "C", "C", "C", "C", "C", "C", "H", "H", "H", "H", "H", "H", "H", "H", "H", "H", "H", "H", "H", "H", "H", "H", "H", "H", "H", "H", "H", "H", "H", "H", "H", "H", "H", "H", "H", "H", "H", "H", "H", "H", "H", "H", "H", "H", "H", "H", "H", "H", "H", "H", "H", "H", "H", "H", "H", "H", "H", "H", "H", "H", "H", "H", "H", "H", "H", "H", "H", "H", "H", "H", "H", "H", "H", "H", "H", "H", "H", "H", "H", "H", "H", "H", "H", "H", "H", "H", "H", "H", "H", "H"], "positions_angstrom": [[-2.9328, -6.0391, 2.2625], [4.0565, 2.4955, -0.3728], [-5.8182, -5.3207, -2.2795], [-2.9199, -7.8250, 0.8773], [4.9402, 0.6256, -1.1033], [4.2220, 3.1985, -6.4842], [9.1807, -3.0913, 1.3713], [10.5358, -4.2764, 2.7367], [-4.9281, -1.8132, -3.0241], [8.4293, -4.7608, 2.6965], [-3.0609, 6.6972, 0.4305], [3.7470, 1.0068, -6.7637], [-5.0232, 5.9678, -0.1028], [-7.9722, -4.6407, -2.2283], [1.6815, -3.8423, -1.0242], [4.5054, -1.8724, 2.9016], [-2.4295, -5.7296, 0.1834], [-4.3851, -0.0563, -4.3387], [-4.0666, 7.5483, -1.4060], [-7.1279, -5.9166, -3.8906], [3.6185, 2.5125, -8.4438], [-2.8753, -1.1447, -3.0547], [5.0238, 1.7481, 2.1316], [-2.4236, 2.7595, 3.8904], [-6.1614, 5.9813, -0.9729], [-4.0535, 6.8115, -0.4543], [-8.4152, -5.8935, -4.5174], [3.8537, 2.1290, -7.1894], [11.6341, -3.4835, 2.2748], [-6.2873, -1.7070, -3.4657], [3.2108, 1.4535, -9.3173], [3.2014, -1.8734, 2.3549], [2.5912, 0.8681, -1.4441], [1.4618, 4.6317, 1.3655], [9.3617, -3.9587, 2.1873], [-6.1092, 3.9807, 6.9167], [3.9671, 1.2726, -0.9540], [0.1592, 3.8564, 1.1421], [3.0582, -3.5459, -1.2078], [3.1127, 2.8009, 0.6743], [-3.7362, 2.1318, 3.3677], [-1.8632, -0.2573, -3.5420], [-2.7739, -6.6490, 1.0865], [-4.9511, 3.0788, 3.3162], [3.7401, 2.6035, 2.0670], [2.6072, 4.2197, 0.4399], [4.9287, 0.5470, 3.0962], [-0.8612, 4.0057, 2.2885], [3.3144, -2.0508, -1.3427], [-7.0618, -5.2415, -2.7436], [-1.9401, 7.5483, 0.1730], [5.3157, -0.7966, 2.4515], [-5.1588, 3.4111, 5.8524], [-4.0931, -0.9187, -3.5510], [1.2549, -3.7148, 0.3104], [7.1107, -4.5307, 2.1842], [-3.3070, -6.9146, 3.3326], [2.6676, -1.4792, -2.6057], [2.6453, 0.0548, -2.7445], [4.5247, 2.9163, -5.1140], [-2.2333, -6.2468, -1.1392], [-1.2312, 2.6589, 2.9189], [-5.8516, 2.9898, 4.5479], [-5.5919, -4.6330, -1.0426], [-4.4005, 4.1641, 5.6096], [-6.7077, -0.7391, -3.1987], [4.3943, -1.8778, -1.3673], [1.2643, 5.6961, 1.1924], [-1.2229, 7.3332, 0.9604], [5.2616, -0.7253, 1.3551], [-4.2573, -7.3985, 3.1155], [0.3832, 2.7907, 1.0178], [-2.1011, 0.7732, -3.2837], [3.0605, 1.9187, -10.2864], [-3.5574, 1.7429, 2.3602], [2.4491, -1.7319, 3.1379], [-6.8205, -2.4974, -2.9459], [3.9841, 0.6902, -9.3788], [-3.9993, 1.2697, 3.9909], [6.4700, -5.2421, 2.6958], [-0.9450, -0.5691, -3.0527], [-6.3839, 3.2299, 7.6616], [-3.3968, -6.2801, 4.2087], [2.9319, -1.5656, -0.4365], [3.2264, -1.8790, -3.4590], [-6.8513, 5.2528, -0.5586], [5.5705, 0.7121, 3.9655], [2.2847, 1.0031, -8.9652], [0.2206, -4.0584, 0.3611], [1.2838, -2.6771, 0.6732], [3.6295, -3.9569, -0.3636], [-2.1531, 2.3108, 4.8501], [-6.7367, 3.6192, 4.4035], [-6.1936, -5.0657, -0.2450], [3.4607, 4.8931, 0.5805], [-7.0297, 4.3586, 6.4644], [-5.8190, -3.5739, -1.1410], [6.3409, -1.0759, 2.7042], [1.8665, -4.3210, 0.9942], [11.4712, -2.4325, 2.5059], [1.7696, 4.5523, 2.4154], [6.7818, -3.5168, 2.4017], [2.0728, 0.3103, -0.6556], [-2.6038, 3.8199, 4.1030], [3.9078, 0.4422, 3.4752], [5.3588, 2.2213, -5.0378], [-2.5427, -7.6731, 3.4902], [-6.3550, -1.8490, -4.5429], [-0.2890, 4.1968, 0.2019], [-6.1984, 1.9523, 4.6358], [-4.6063, 4.1131, 3.1896], [7.0834, -4.7028, 1.1097], [-1.7740, 4.4775, 1.9119], [-4.5360, -4.7573, -0.8280], [3.9197, 3.5853, 2.5166], [3.0170, -2.8341, 1.8626], [-9.1653, -6.3387, -3.8668], [1.6481, -1.8676, -2.6980], [2.9735, 2.1290, 2.6891], [-8.7048, -4.8721, -4.7578], [-5.8727, 5.6986, -1.9834], [3.6543, 2.4945, -4.6138], [2.2659, 2.1151, 0.5859], [-4.6128, 2.5590, 6.2697], [-3.1515, -6.6944, -1.5163], [-1.9582, -5.3955, -1.7553], [3.3550, -4.0664, -2.1235], [-2.2307, 8.5964, 0.2075], [-1.5025, 7.3247, -0.7986], [11.7657, -3.6007, 1.2008], [-1.4327, -6.9833, -1.1559], [-8.3062, -6.4787, -5.4250], [-0.3542, 2.2869, 3.4616], [-5.6410, 4.8029, 7.4625], [3.5001, 0.3916, -3.3354], [12.5048, -3.8565, 2.8051], [5.8467, 2.3933, 2.4452], [3.0758, -1.0771, 1.6095], [-0.4114, 4.6348, 3.0651], [-5.5475, 2.8435, 2.4290], [2.0147, 1.7844, -1.5947], [-1.4582, 1.9452, 2.1193], [-6.6174, 6.9693, -0.9891], [-1.7644, -0.3460, -4.6223], [1.7547, 0.3261, -3.3198], [5.2853, 1.3831, 1.1362], [4.7908, 3.8678, -4.6643], [2.2951, 4.3141, -0.6067]], "atomic_forces_ev_per_a": [[0.0080, -0.0189, -0.0525], [0.0170, 0.2343, 0.3341], [-0.0423, -0.0532, -0.0224], [0.0100, 0.0799, 0.0124], [1.5984, -1.0334, -0.5391], [0.0146, -0.0577, -0.0423], [0.0037, -0.0554, 0.0521], [-0.0576, 0.0046, -0.0215], [0.0304, 0.0139, 0.0118], [0.0441, 0.0178, -0.0328], [-0.0212, -0.0080, -0.0078], [0.0050, 0.0719, -0.0224], [0.0455, 0.0344, -0.0086], [0.0500, -0.0538, -0.0156], [-0.0347, -0.1280, 0.0545], [0.0700, -0.0384, -0.0275], [0.0302, -0.0288, 0.0328], [0.0171, -0.0559, 0.0574], [0.0008, -0.0408, 0.0627], [0.0017, 0.0005, 0.0605], [0.0184, -0.0094, 0.0592], [-0.0548, 0.0090, -0.0133], [-0.0219, -0.0612, 0.1518], [-0.0678, 0.0533, 0.0716], [-0.0313, -0.0262, 0.0065], [-0.0106, -0.0130, -0.0183], [-0.0053, -0.0307, -0.0285], [-0.0292, -0.0203, 0.0072], [0.0387, -0.0084, 0.0170], [-0.0660, -0.0593, 0.0301], [-0.0096, 0.0090, -0.0407], [0.0694, -0.0620, 0.0226], [-0.2022, 0.1101, -0.0887], [-0.0534, 0.1381, -0.0566], [0.0095, 0.0379, -0.0032], [0.0787, -0.1243, 0.1077], [-1.5164, 0.7400, 0.2646], [0.0536, 0.0097, 0.0260], [-0.0776, 0.0842, -0.0255], [-0.3139, 0.1047, -0.1655], [0.0009, 0.1215, -0.0390], [0.0401, -0.0088, 0.0155], [-0.0129, -0.0214, 0.0129], [0.0167, -0.0713, 0.0025], [-0.0294, -0.0226, 0.1369], [0.1485, -0.0256, 0.0462], [0.1408, -0.0896, -0.1001], [0.1498, -0.2480, -0.2385], [0.0050, -0.0429, -0.0140], [0.0220, 0.0986, -0.0419], [0.1374, -0.0190, 0.0357], [0.0074, 0.0312, -0.0260], [0.0781, 0.1241, -0.0659], [-0.0001, 0.0119, -0.0268], [-0.2627, 0.0533, 0.0535], [-0.1045, -0.0031, 0.0380], [-0.0048, 0.0179, 0.0385], [0.1693, -0.0631, -0.0280], [-0.1091, 0.0369, -0.0187], [0.0043, 0.0397, 0.1102], [0.0402, 0.0238, -0.2217], [0.0036, 0.1739, 0.2200], [0.0741, -0.0558, 0.0911], [0.0892, 0.0631, 0.0902], [-0.1019, -0.0174, 0.0183], [0.0587, 0.0309, -0.0242], [-0.0805, 0.0437, 0.0873], [0.0164, -0.0508, 0.1202], [-0.0334, -0.0147, 0.0192], [-0.0418, -0.0067, 0.0849], [0.0105, -0.0115, -0.0135], [-0.0396, 0.0722, -0.0404], [-0.0161, 0.0008, -0.0130], [0.0030, 0.0051, 0.0087], [-0.0053, 0.0021, 0.0837], [0.0368, -0.0003, -0.0099], [-0.0450, 0.0228, -0.0197], [-0.0055, -0.0051, 0.0190], [0.0206, -0.0159, -0.1408], [0.0281, -0.0136, 0.0090], [-0.0032, -0.0097, 0.0014], [-0.0908, 0.0164, -0.1150], [0.0027, 0.0034, -0.0093], [0.1050, -0.0221, -0.2066], [-0.1732, -0.0128, -0.0091], [0.0097, 0.0019, 0.0039], [-0.1696, -0.0252, 0.0370], [0.0110, -0.0079, 0.0142], [0.0690, -0.0158, -0.0297], [-0.0375, -0.0870, -0.1579], [0.0508, -0.0123, -0.1097], [-0.0403, 0.0066, -0.0592], [0.0637, -0.0641, -0.0676], [-0.0383, -0.0137, -0.0399], [-0.0809, -0.0016, -0.0540], [0.0770, 0.0238, 0.0512], [-0.0312, -0.0154, -0.0159], [-0.0456, 0.0430, -0.0306], [-0.0688, -0.0492, -0.1464], [-0.0138, -0.0002, -0.0154], [0.0036, -0.0869, -0.0953], [0.0025, 0.0061, -0.0197], [0.0491, 0.0467, -0.0606], [0.0548, -0.0917, 0.0112], [0.0561, 0.0271, -0.0188], [-0.0223, -0.0300, -0.0171], [-0.0069, -0.0085, -0.0169], [0.0423, 0.0293, -0.0043], [0.0690, -0.1396, 0.0085], [-0.1429, 0.1349, 0.0203], [-0.0316, -0.0831, -0.0290], [0.0240, 0.0282, -0.0086], [0.0840, 0.1390, 0.1627], [-0.0089, -0.0006, 0.0112], [0.0438, -0.0510, -0.0918], [0.1618, 0.2551, 0.2053], [0.0005, 0.0178, 0.0103], [0.0660, 0.0168, 0.1506], [0.0319, 0.1321, 0.0228], [-0.0033, 0.0025, 0.0201], [0.0089, 0.0167, 0.0011], [0.0105, -0.0188, -0.0002], [0.1399, 0.0017, -0.0672], [0.0595, 0.1000, -0.0477], [0.0060, -0.0392, 0.0356], [-0.0112, 0.0463, 0.0653], [0.0326, 0.0206, 0.0966], [-0.0442, -0.0124, -0.0265], [-0.0462, 0.0173, -0.0226], [-0.0170, 0.0118, -0.0021], [-0.0292, -0.0312, 0.0821], [0.0075, 0.0013, 0.0065], [-0.0094, -0.1005, -0.1877], [-0.0471, -0.0476, -0.0263], [-0.0077, -0.0481, 0.0844], [-0.0100, -0.0039, 0.0011], [0.0070, -0.0510, -0.1366], [0.0131, -0.0580, 0.0975], [-0.3149, 0.1285, -0.0381], [-0.0022, 0.0152, 0.0697], [-0.0108, -0.0562, -0.0135], [0.0567, -0.0209, 0.1099], [0.0164, 0.0060, -0.0098], [-0.0151, 0.0099, -0.0024], [0.1129, -0.0360, -0.0558], [0.0351, 0.1391, 0.1882], [-0.0092, 0.0179, -0.0459], [-0.0092, -0.0430, 0.0727]], "homo_lumo_gap_ev": 9.827, "lumo_energy_ev": 0.17, "energy_ev": -89960.489, "smiles": "CCCCCCCCCCC[C@H](CCCCOC)OC(=O)CCCCCOC.COC(=O)OC.COC(=O)OC.COC(=O)OC.COC(=O)OC.COC(=O)OC.COC(=O)OC", "e_homo_ev": -9.658, "e_above_lowest_kcal_mol": 0.0}